(1)
19
Properties=species:S:1:pos:R:3 method="wB97M-V/def2-TZVPD" smiles="C=C(N)CCN.O" gap_ev=9.135 largest_force_ev_per_a=2.3 homo_energy_ev=-8.31 relative_energy_ev=1.677
C 0.53528 0.58170 -1.19478
C 0.86293 0.77964 0.27549
C -0.34894 0.77563 1.14824
C -0.86330 -0.30464 1.79047
N -1.06939 1.99454 1.13087
N -0.24254 -0.68114 -1.43198
H 0.09171 1.48650 -1.73163
H 1.47144 0.45164 -1.75591
H 1.31176 1.77956 0.46357
H 1.68771 0.10059 0.60470
H -1.85068 -0.20457 2.18454
H -0.28075 -1.19620 1.82206
H -0.75769 2.58183 0.37222
H -1.99247 1.99600 1.51706
H -0.91577 -0.69152 -0.67790
H -0.65849 -0.57634 -2.34640
H 0.90427 -3.46435 -1.34144
H 1.01357 -2.21433 -0.39417
O 1.10136 -3.19452 -0.43502

=====

(2)
20
Properties=species:S:1:pos:R:3 method="wB97M-V/def2-TZVPD" gap_ev="2.940 / 9.925" total_charge=-1 multiplicity=2 largest_force_ev_per_a=1.3 homo_energy_ev="0.75 / -6.35" s2=0.7504 relative_energy_ev=1.074
N -0.24672 2.13590 1.72492
C 0.14218 0.84468 1.19694
C 1.10621 0.93304 0.02027
N 1.31016 -0.09749 -0.82835
C 0.72876 -1.43165 -0.93733
C -0.24197 -1.67289 -2.10645
O 1.75956 1.96647 -0.12194
H -1.02980 2.49337 1.18146
H 0.49288 2.78933 1.55622
H -0.69423 0.17163 1.03427
H 0.78432 0.38007 1.95942
H 1.76626 0.17172 -1.68702
H 1.56267 -2.11689 -1.02026
H 0.24770 -1.72465 -0.00232
H -1.29235 -1.65932 -1.80205
H -0.13787 -0.94469 -2.91306
H 0.03374 -2.66219 -2.46922
H -3.10646 -1.57881 0.14060
H -3.63428 -2.67600 1.08294
O -3.30678 -1.76405 1.07963

=====

(3)
20
Properties=species:S:1:pos:R:3 method="wB97M-V/def2-TZVPD" smiles="CC[C@@](C)(N)O.N=O" gap_ev=8.053 largest_force_ev_per_a=2.9 homo_energy_ev=-8.96 relative_energy_ev=4.705
C -0.77047 -0.35654 -0.21962
C -0.22641 -1.57648 -0.91318
N -0.16671 -1.32030 2.16766
O 0.72483 -2.04577 1.70089
H 1.65636 -0.25269 0.82129
H -1.03614 -1.88094 2.36606
H -1.62534 0.09420 -0.72152
H -1.12227 -0.62401 0.80376
H -1.01406 -2.19178 -1.34648
H 0.32769 -2.18866 -0.17935
H 0.49823 -1.30978 -1.67884
C 0.34337 1.67450 -1.39905
C 0.36866 0.87464 -0.10089
N 0.08723 1.73649 1.01237
O 1.62622 0.31643 0.02892
H -0.79010 2.22576 0.90025
H 0.07613 1.21390 1.88324
H 0.55731 1.02024 -2.23860
H 1.10967 2.44334 -1.34256
H -0.62419 2.14745 -1.54436

=====

(4)
20
Properties=species:S:1:pos:R:3 method="wB97M-V/def2-TZVPD" smiles="CN(C=O)CCN.O" gap_ev=9.858 largest_force_ev_per_a=11.0 homo_energy_ev=-9.12 relative_energy_ev=3.732
C -1.36627 0.73892 -0.20520
N -0.27178 0.67118 0.63752
C -0.39816 0.07580 1.94041
C 1.04476 1.01118 0.14807
C 1.43000 -0.06155 -0.94637
N 1.59454 0.63236 -2.25719
O -2.50742 0.64608 0.22272
H -1.21781 0.98731 -1.28977
H -0.05248 0.84987 2.62032
H 0.33039 -0.84273 1.93535
H -1.43502 -0.31276 2.22532
H 0.98761 2.04976 -0.51859
H 1.80426 0.98378 0.91006
H 2.29516 -0.62576 -0.51389
H 0.69870 -1.00895 -1.05150
H 1.68354 -0.08465 -3.01201
H 0.70805 1.14350 -2.43124
H -1.86125 -2.97459 0.26120
H -1.55474 -1.53502 0.53137
O -1.91208 -2.34374 0.79343

=====

(5)
20
Properties=species:S:1:pos:R:3 method="wB97M-V/def2-TZVPD" gap_ev=10.373 largest_force_ev_per_a=3.3 homo_energy_ev=-9.39 relative_energy_ev=2.546
C -1.44925 -0.85171 -0.05057
C -2.29876 1.45972 -0.49645
N -1.44607 0.59518 0.31361
O -0.86789 -1.35459 1.09503
O -2.74671 -1.31819 -0.25467
H -3.21058 -1.24928 0.59268
H -1.10240 -0.41180 1.61920
H -0.47778 0.92329 0.24382
H -0.86615 -1.09313 -0.94971
H -3.33187 1.11809 -0.42462
H -2.01224 1.45313 -1.55251
H -2.21372 2.48100 -0.12814
C 3.47037 -0.62131 0.11264
C 2.03091 -0.21701 0.14017
N 1.50149 0.79588 -0.39644
H 2.16478 1.38604 -0.90261
H 1.35946 -0.87592 0.69015
H 3.56315 -1.61578 -0.32776
H 4.08006 0.08198 -0.45642
H 3.85323 -0.68560 1.13260

=====

(6)
20
Properties=species:S:1:pos:R:3 method="wB97M-V/def2-TZVPD" gap_ev=8.316 largest_force_ev_per_a=2.9 homo_energy_ev=-7.46 relative_energy_ev=6.932
C 1.48860 0.05463 -0.03788
C 0.15884 1.21148 1.86069
C -1.17851 0.96008 1.85588
O 1.49774 -1.34028 0.21938
H 0.68210 -1.56180 0.68550
H 2.05077 0.61525 0.71510
H 2.14067 0.23078 -0.89974
H 0.55575 2.14822 1.49496
H 0.82986 0.58095 2.42474
H -1.38534 0.19404 0.27198
H -1.88127 1.70734 1.50719
H -1.58775 0.13557 2.42630
N 0.26727 -0.62344 -2.40143
C -0.14425 0.15364 -1.33342
O -1.35767 -1.67330 -0.56092
N -1.30662 -0.24891 -0.71214
H -2.17939 -1.91193 -1.01057
H 1.08989 -0.26527 -2.86531
H 0.40423 -1.59262 -2.13629
H -0.14494 1.22557 -1.50404

=====

no.,calculated total energy (Eh)
1,-344.3234
2,-419.5685
3,-419.4756
4,-419.5113
5,-419.5549
6,-419.3937